61
Properties=species:S:1:pos:R:3:forces:R:3 method="wB97M-V/def2-TZVPD" homo_ev=-7.785 spin_multiplicity=1 total_energy_ha=-1343.2358 homo_lumo_gap_ev=8.516 smiles="COc1cc(NC(=O)[C@@H]2CCCN2C(=O)[C@H]2CC[C@H](C)CC2)cc(OC)c1OC" largest_force_ev_per_a=0.6 relative_energy_kj_mol=238.26
C 4.712 3.770 0.363 0.26 0.34 -0.11
H 5.092 3.677 -0.655 -0.03 0.05 0.11
O 3.590 2.943 0.581 -0.14 -0.32 0.02
C 3.639 1.603 0.358 -0.02 -0.23 -0.03
C 2.428 0.956 0.608 0.05 -0.07 -0.02
C 2.292 -0.408 0.426 0.47 0.23 -0.15
C 3.373 -1.157 -0.027 0.18 -0.31 -0.11
C 4.579 -0.528 -0.290 -0.07 0.23 0.05
C 4.737 0.858 -0.086 0.36 0.09 0.02
O 5.947 1.469 -0.375 -0.54 -0.23 -0.22
C 7.040 1.072 0.428 0.22 -0.05 0.21
H 7.295 0.022 0.274 -0.01 0.11 0.02
H 6.830 1.240 1.491 0.00 0.02 -0.06
H 7.875 1.699 0.118 0.03 -0.03 0.07
O 5.679 -1.187 -0.757 -0.14 0.49 0.07
C 5.568 -2.562 -1.038 -0.02 -0.26 -0.04
H 6.539 -2.858 -1.434 -0.09 -0.03 0.03
H 5.351 -3.141 -0.135 -0.01 0.02 -0.05
H 4.795 -2.757 -1.787 0.01 0.00 0.04
H 3.247 -2.213 -0.177 0.04 -0.05 -0.02
N 1.051 -0.980 0.718 -0.06 0.43 0.19
C 0.628 -2.238 0.489 -0.45 0.01 0.24
O 1.281 -3.141 0.006 0.23 -0.15 -0.14
C -0.846 -2.437 0.922 0.28 -0.09 0.29
N -1.751 -1.724 0.017 0.17 -0.19 0.18
C -1.986 -0.410 0.174 -0.18 0.01 -0.39
O -1.388 0.232 1.032 -0.01 0.27 0.31
C -3.025 0.233 -0.731 0.10 0.16 0.08
C -4.415 0.050 -0.084 -0.01 -0.02 0.12
C -4.691 1.186 0.893 -0.02 0.00 0.00
C -4.843 2.527 0.156 -0.17 -0.02 -0.10
C -6.303 2.812 -0.187 0.27 0.07 0.16
H -6.900 2.906 0.718 -0.11 0.01 0.07
H -6.386 3.739 -0.749 -0.08 0.09 -0.09
H -6.720 2.008 -0.790 -0.08 -0.11 -0.10
C -3.982 2.534 -1.116 0.18 0.03 0.17
C -2.708 1.724 -0.912 -0.02 0.07 -0.15
H -2.189 2.086 -0.023 0.03 -0.01 -0.06
H -2.036 1.852 -1.763 0.07 0.01 0.06
H -3.728 3.561 -1.382 -0.07 0.01 -0.09
H -4.548 2.112 -1.950 -0.10 0.03 -0.09
H -4.489 3.323 0.820 0.03 -0.03 -0.04
H -3.860 1.239 1.598 -0.01 -0.02 0.09
H -5.597 0.975 1.463 0.01 0.00 0.08
H -4.461 -0.907 0.442 -0.08 -0.06 -0.08
H -5.183 0.037 -0.860 -0.03 -0.07 -0.03
H -3.006 -0.261 -1.705 0.00 0.00 0.07
C -2.418 -2.674 -0.849 -0.27 -0.25 -0.31
C -2.566 -3.905 0.042 0.03 0.12 0.00
H -3.416 -3.772 0.713 -0.06 0.02 -0.04
C -1.257 -3.910 0.829 0.04 -0.04 -0.08
H -0.480 -4.444 0.279 -0.06 0.02 0.10
H -1.362 -4.365 1.811 0.04 0.00 0.02
H -2.714 -4.817 -0.532 -0.05 -0.03 -0.02
H -1.774 -2.900 -1.708 -0.12 0.00 -0.02
H -3.376 -2.302 -1.205 0.06 0.05 -0.03
H -0.966 -2.020 1.928 0.01 -0.05 -0.14
H 0.343 -0.324 1.060 0.04 -0.31 -0.06
H 1.598 1.554 0.949 -0.12 0.10 0.05
H 5.517 3.556 1.071 -0.03 0.00 -0.05
H 4.349 4.785 0.530 0.05 -0.06 0.00

---

62
Properties=species:S:1:pos:R:3:forces:R:3 method="wB97M-V/def2-TZVPD" homo_ev=-8.142 spin_multiplicity=1 total_energy_ha=-1377.4950 homo_lumo_gap_ev=8.755 smiles="CCCN1CCC(NC(=O)CCc2nnc(Cc3cc(OC)ccc3OC)o2)CC1" largest_force_ev_per_a=1.3 relative_energy_kj_mol=253.97
C 3.744 1.089 -3.741 -0.09 -0.24 0.00
H 4.715 1.508 -3.486 0.10 0.10 0.01
C 3.653 -0.365 -3.294 0.06 0.25 0.22
H 2.688 -0.774 -3.597 -0.01 -0.09 -0.03
C 3.820 -0.492 -1.778 -0.03 -0.18 -0.38
N 3.893 -1.887 -1.375 0.16 0.00 -0.06
C 4.660 -2.133 -0.172 0.03 0.16 0.24
C 3.943 -1.698 1.116 0.01 -0.34 -0.18
C 2.598 -2.412 1.217 -0.05 0.05 -0.05
N 1.871 -1.949 2.384 0.44 0.10 -0.13
C 0.999 -2.731 3.049 0.07 0.47 0.49
O 0.895 -3.929 2.879 -0.20 -0.47 -0.11
C 0.128 -1.969 4.047 -0.07 -0.17 -0.22
H 0.646 -1.083 4.411 -0.01 0.00 0.06
H -0.101 -2.632 4.881 0.07 0.04 -0.05
C -1.183 -1.564 3.363 -0.16 -0.09 0.07
C -0.946 -0.642 2.227 0.36 0.39 0.09
N 0.019 0.207 2.084 -0.23 -0.60 1.11
N -0.149 0.807 0.883 -0.29 0.51 -1.21
C -1.210 0.297 0.351 0.60 0.17 -0.03
O -1.770 -0.634 1.157 -0.14 -0.09 -0.06
C -1.837 0.669 -0.936 -0.29 -0.09 0.13
C -2.975 1.628 -0.663 -0.36 -0.17 -0.25
C -2.710 2.813 0.008 -0.11 0.24 0.07
C -3.730 3.709 0.300 -0.12 -0.13 -0.09
C -5.027 3.396 -0.100 0.25 0.14 0.12
C -5.298 2.220 -0.769 -0.04 -0.18 -0.09
C -4.279 1.317 -1.057 0.25 0.14 0.08
O -4.457 0.127 -1.711 0.28 0.14 0.13
C -5.752 -0.213 -2.139 -0.19 -0.08 -0.07
H -6.145 0.516 -2.854 0.00 -0.02 0.04
H -6.445 -0.307 -1.296 0.02 0.02 -0.03
H -5.653 -1.180 -2.630 -0.07 0.07 0.02
H -6.315 2.014 -1.062 -0.10 -0.04 -0.04
H -5.819 4.092 0.126 -0.11 0.09 0.03
O -3.568 4.890 0.959 -0.27 -0.08 -0.10
C -2.275 5.244 1.387 0.17 0.05 0.07
H -1.867 4.508 2.088 0.00 0.01 -0.03
H -1.588 5.357 0.542 -0.01 -0.02 0.03
H -2.384 6.201 1.893 0.07 -0.07 -0.03
H -1.689 3.008 0.296 0.11 0.06 0.08
H -2.226 -0.221 -1.430 0.13 0.05 -0.06
H -1.081 1.147 -1.560 0.01 -0.11 0.04
H -1.699 -2.449 2.983 0.00 0.03 0.08
H -1.842 -1.074 4.086 -0.02 -0.08 -0.07
H 1.767 -0.945 2.471 -0.08 -0.16 0.07
C 1.787 -2.164 -0.060 0.24 -0.18 -0.06
C 2.611 -2.557 -1.294 -0.26 0.02 0.02
H 2.044 -2.345 -2.202 -0.01 -0.11 -0.02
H 2.806 -3.634 -1.262 -0.08 -0.03 -0.06
H 0.866 -2.748 -0.030 -0.08 0.01 0.03
H 1.520 -1.105 -0.113 -0.04 0.03 0.04
H 2.747 -3.489 1.348 0.04 0.11 -0.05
H 4.560 -1.933 1.984 0.00 0.05 0.07
H 3.776 -0.619 1.095 0.01 0.11 0.04
H 5.621 -1.621 -0.258 0.01 -0.08 0.00
H 4.853 -3.209 -0.124 0.08 0.00 0.06
H 3.008 0.060 -1.279 0.06 0.07 0.04
H 4.763 -0.015 -1.497 -0.02 0.04 0.05
H 4.432 -0.955 -3.779 -0.03 -0.08 0.02
H 2.976 1.686 -3.253 -0.06 0.14 0.02
H 3.608 1.167 -4.817 0.00 0.10 -0.09

---

63
Properties=species:S:1:pos:R:3:forces:R:3 method="wB97M-V/def2-TZVPD" homo_ev=-8.024 spin_multiplicity=1 total_energy_ha=-1775.7614 homo_lumo_gap_ev=8.698 smiles="Cc1ccc(C)c(NC(=O)CSc2nnc(CCCCCNC(=O)OC(C)(C)C)o2)c1" largest_force_ev_per_a=1.3 relative_energy_kj_mol=17.74
C -4.417 -1.374 0.849 0.05 -0.01 0.02
C -3.317 -1.516 -0.161 0.10 -0.09 -0.09
C -2.743 -2.755 -0.412 -0.03 -0.01 0.05
C -1.729 -2.875 -1.345 -0.05 0.08 0.02
C -1.241 -1.777 -2.036 -0.06 0.04 -0.02
C -1.803 -0.522 -1.761 -0.24 -0.27 0.13
C -2.843 -0.409 -0.847 -0.09 0.08 0.07
H -3.283 0.558 -0.672 -0.02 0.05 0.01
N -1.269 0.592 -2.422 0.16 -0.50 -0.21
C -1.666 1.879 -2.352 0.21 0.32 -0.48
O -2.679 2.300 -1.835 -0.20 0.12 0.19
C -0.694 2.834 -3.055 0.23 -0.10 0.36
H -1.239 3.712 -3.398 0.02 -0.10 0.03
H -0.145 2.369 -3.870 -0.07 0.03 -0.07
S 0.523 3.489 -1.859 -0.27 0.46 0.02
C 1.489 2.079 -1.650 0.07 -0.55 -0.57
N 1.515 1.015 -2.392 -0.49 1.22 -0.22
N 2.373 0.156 -1.794 0.95 -0.61 0.64
C 2.828 0.735 -0.736 0.03 -0.33 -0.33
C 3.708 0.204 0.328 0.14 0.11 0.08
H 4.430 0.984 0.588 -0.05 -0.03 0.06
H 3.078 0.038 1.207 0.05 0.05 0.06
C 4.441 -1.084 -0.039 -0.22 0.00 -0.16
C 3.537 -2.270 -0.381 0.15 -0.10 0.16
C 2.536 -2.660 0.715 -0.06 0.01 -0.24
H 2.407 -3.743 0.688 0.02 -0.02 0.07
H 2.948 -2.412 1.695 0.01 -0.07 0.12
C 1.148 -2.012 0.566 -0.02 -0.11 -0.05
N 0.856 -1.056 1.614 -0.03 -0.15 0.33
C 0.244 0.131 1.367 0.20 -0.25 0.20
O 0.128 0.616 0.265 -0.21 0.22 -0.15
O -0.143 0.675 2.528 -0.09 0.00 0.22
C -0.731 2.002 2.580 -0.24 0.55 0.03
C -1.048 2.201 4.063 0.16 -0.23 -0.37
H -0.142 2.109 4.655 0.10 0.02 0.08
H -1.477 3.186 4.220 -0.05 0.12 0.01
H -1.757 1.447 4.396 -0.10 -0.06 0.05
C -2.009 2.060 1.748 0.30 -0.14 -0.03
H -2.679 1.254 2.037 -0.12 -0.08 0.06
H -1.785 1.964 0.690 -0.05 0.04 -0.04
H -2.508 3.011 1.912 -0.07 0.12 0.06
C 0.284 3.042 2.108 -0.05 -0.33 -0.02
H 1.195 2.977 2.700 0.08 0.03 0.09
H 0.532 2.880 1.063 -0.01 0.04 -0.04
H -0.137 4.038 2.211 -0.06 0.13 0.05
H 0.776 -1.405 2.557 -0.03 0.10 -0.07
H 1.078 -1.464 -0.373 -0.06 -0.12 0.03
H 0.370 -2.784 0.559 0.07 0.10 -0.06
H 4.192 -3.122 -0.576 0.00 -0.01 -0.06
H 3.000 -2.048 -1.301 0.04 -0.14 -0.04
H 5.087 -0.892 -0.898 0.10 0.02 0.03
H 5.079 -1.351 0.806 0.03 0.02 -0.02
O 2.326 1.991 -0.602 -0.07 0.18 -0.04
H -0.344 0.431 -2.811 -0.14 0.25 0.04
C -0.157 -1.945 -3.060 -0.06 0.04 0.08
H 0.122 -2.993 -3.139 0.03 -0.05 -0.04
H -0.499 -1.608 -4.039 0.05 0.02 -0.12
H 0.735 -1.377 -2.800 0.13 0.00 -0.05
H -1.305 -3.850 -1.546 0.06 -0.08 -0.05
H -3.097 -3.629 0.114 -0.05 -0.10 0.04
H -4.012 -1.447 1.859 -0.05 0.02 0.09
H -4.913 -0.413 0.746 -0.08 0.06 0.04
H -5.154 -2.166 0.729 -0.09 -0.01 0.03

---

81
Properties=species:S:1:pos:R:3:forces:R:3 method="wB97M-V/def2-TZVPD" homo_ev=-3.612 total_charge=-1 spin_multiplicity=1 total_energy_ha=-3529.5580 homo_lumo_gap_ev=5.090 largest_force_ev_per_a=6.6
O 9.616 -1.308 -1.021 -0.19 -0.63 0.99
P 8.207 -0.595 -0.280 1.08 1.03 1.54
O 7.908 1.032 -0.827 1.97 -0.05 1.23
Al 6.331 -1.956 -0.408 -1.45 -0.38 -0.48
C 4.625 -1.068 0.402 -0.75 0.65 0.30
C 3.343 -2.137 0.433 1.84 0.53 1.42
S 2.292 -1.996 -1.117 -1.76 0.89 0.78
C 0.537 -1.463 -0.736 -5.36 -1.39 1.04
N -0.644 -2.412 -0.763 2.74 5.16 0.65
N -1.814 -1.710 -0.471 3.23 5.19 0.57
C -1.493 -0.247 -0.226 1.95 -6.17 -1.43
O -0.015 -0.127 -0.407 -2.20 -2.45 -0.09
H 10.043 -1.870 -0.295 -0.98 1.55 -1.42
H 8.455 1.610 -0.186 -1.43 -1.43 -1.62
H 6.624 -3.217 0.554 0.27 0.03 0.21
H 6.064 -2.579 -1.861 -0.23 -0.01 -0.33
H 4.338 -0.059 -0.165 0.37 -2.10 1.57
H 4.902 -0.867 1.535 -0.77 -0.07 -2.18
H 3.841 -3.210 0.401 -1.53 1.95 0.07
H 2.764 -1.960 1.434 0.67 -0.63 -2.16
H -2.284 0.591 0.038 2.29 -1.67 -0.67
C -1.275 0.929 -4.191 -0.95 -0.73 0.32
C 0.100 0.742 -3.636 0.21 -0.83 0.99
O 0.909 1.514 -4.503 -0.33 0.98 -0.79
C 0.099 2.457 -5.067 0.49 1.53 -0.99
O 0.497 3.396 -5.735 -0.72 -1.80 1.34
O -1.214 2.212 -4.785 1.09 0.51 -0.46
H -2.045 0.896 -3.416 0.12 0.19 -0.16
H -1.517 0.192 -4.965 0.06 0.05 0.02
H 0.197 1.135 -2.618 -0.03 -0.11 -0.16
H 0.413 -0.306 -3.643 0.12 0.23 -0.04
C 4.567 2.468 -3.682 -0.42 -0.41 -0.95
C 5.603 3.525 -3.474 0.71 0.45 -0.79
O 5.436 3.881 -2.114 -0.46 -0.42 0.58
C 4.853 2.814 -1.494 -0.17 -0.65 2.49
O 4.719 2.709 -0.286 0.13 0.44 -2.70
O 4.440 1.881 -2.400 0.28 0.65 0.87
H 4.875 1.723 -4.420 -0.12 -0.01 0.27
H 3.599 2.884 -3.978 0.04 -0.04 -0.01
H 6.621 3.148 -3.619 -0.10 -0.01 0.06
H 5.449 4.391 -4.123 0.02 -0.02 0.25
C -1.058 1.438 3.226 0.45 0.54 -1.06
C -1.150 -0.047 3.365 0.15 -0.82 -1.10
O -1.226 -0.239 4.765 -0.35 0.82 0.88
C -1.710 0.920 5.298 -0.59 0.24 2.05
O -2.062 1.050 6.459 0.68 -0.28 -2.39
O -1.751 1.914 4.364 -0.22 -0.64 1.00
H -1.526 1.800 2.306 -0.01 0.06 0.25
H -0.024 1.798 3.265 -0.09 -0.04 0.00
H -2.055 -0.455 2.902 0.18 0.10 0.05
H -0.277 -0.559 2.950 -0.13 0.01 0.21
C 0.911 4.608 -0.660 1.08 0.39 0.51
C 0.401 5.085 -1.981 0.43 0.95 -0.57
O -0.435 4.027 -2.408 -0.44 -0.83 0.73
C -0.826 3.352 -1.287 -1.37 -1.33 0.12
O -1.685 2.486 -1.268 1.73 1.82 -0.08
O -0.131 3.774 -0.190 -0.92 -0.52 -0.72
H 1.094 5.431 0.038 -0.12 -0.26 0.01
H 1.826 4.013 -0.755 -0.07 0.03 0.04
H -0.200 5.997 -1.892 0.02 -0.10 -0.02
H 1.206 5.258 -2.700 -0.26 -0.15 -0.02
C -6.375 -1.601 2.601 -0.93 -0.76 0.06
C -5.000 -1.788 3.156 0.27 -0.71 0.84
O -4.191 -1.016 2.289 -0.44 0.74 -0.57
C -5.001 -0.073 1.725 0.52 1.76 -1.30
O -4.603 0.866 1.057 -0.68 -1.99 1.43
O -6.314 -0.318 2.007 1.11 0.57 -0.26
H -7.145 -1.634 3.376 0.06 0.13 -0.24
H -6.617 -2.337 1.827 0.01 0.25 0.12
H -4.903 -1.395 4.173 0.02 -0.01 -0.07
H -4.687 -2.836 3.148 0.12 0.24 -0.10
C -5.802 -6.367 2.322 0.87 -0.79 0.01
C -6.407 -5.623 3.468 0.18 -0.26 1.15
O -7.013 -4.506 2.847 -0.18 -0.02 -0.81
C -7.252 -4.854 1.549 -1.43 1.12 -1.93
O -7.917 -4.193 0.770 1.53 -1.45 1.86
O -6.651 -6.039 1.238 -0.65 0.89 0.12
H -5.787 -7.448 2.489 -0.07 0.18 -0.20
H -4.787 -6.028 2.092 -0.09 -0.02 0.02
H -7.179 -6.204 3.983 0.06 0.06 -0.06
H -5.658 -5.302 4.197 -0.20 0.10 -0.12